Entry 1:
{"formula": "C22H28ClNO3", "method": "ωB97M-V/def2-TZVPD", "elements": ["C", "H", "O", "C", "C", "C", "C", "C", "C", "O", "C", "H", "H", "H", "H", "C", "N", "C", "C", "C", "H", "H", "C", "C", "H", "H", "C", "O", "H", "H", "H", "C", "C", "C", "C", "C", "C", "C", "H", "H", "H", "H", "H", "H", "H", "H", "H", "H", "H", "H", "H", "Cl", "H", "H", "H"], "xyz": [[1.4125, 5.2244, -1.4522], [0.7985, 6.0230, -1.6349], [0.5693, 4.0192, -1.8754], [0.9082, 2.8495, -1.8142], [2.0175, 2.5275, -1.4750], [2.5757, 1.3351, -1.2436], [1.7296, 0.3833, -1.5050], [0.5261, 0.5030, -2.2134], [0.0981, 1.8531, -2.3120], [-1.2370, 1.9478, -2.6639], [-1.6069, 3.2184, -2.8545], [-2.7183, 3.0104, -3.3549], [-1.4914, 3.8548, -3.5964], [-1.8127, 3.7117, -1.8290], [-0.1994, -0.2634, -2.5296], [2.1620, -1.1347, -1.3424], [1.5054, -1.7865, -0.0887], [2.2088, -1.1286, 1.0721], [1.9290, -2.1720, 2.2401], [0.4322, -2.0724, 2.4712], [0.0842, -2.7867, 3.1270], [0.1000, -1.0031, 2.6610], [-0.1753, -2.6714, 1.1395], [0.3054, -1.7156, 0.0325], [-0.0956, -2.4123, -1.2363], [-0.1821, -0.8837, 0.0557], [-0.1574, -4.1077, 0.8899], [1.5050, -4.5578, 0.6248], [1.7498, -3.6157, 0.1673], [-0.3216, -4.7298, 1.8177], [-0.4855, -4.5626, -0.0497], [-1.8903, -2.5757, 1.0837], [-2.3217, -1.1765, 1.3303], [-2.7729, -0.3710, 0.1364], [-3.1403, 0.9407, 0.2248], [-3.0537, 1.4132, 1.4963], [-3.0246, 0.6753, 2.4824], [-2.4592, -0.4224, 2.7624], [-2.3041, -1.0837, 3.4424], [-2.9487, 1.3339, 3.5971], [-3.6324, 2.5482, 1.7166], [-3.1407, 1.6352, -0.5466], [-2.5561, -0.7775, -0.8342], [-2.2773, -3.0229, 2.0970], [-2.2117, -2.9928, 0.2014], [2.2081, -3.1323, 2.2574], [2.1685, -1.5437, 3.2268], [3.1573, -1.2370, 1.0097], [1.9269, -0.2737, 1.0507], [1.8267, -1.7401, -2.2659], [3.2585, -1.4418, -1.4618], [4.2740, 0.8905, -0.7596], [2.9202, 3.1077, -1.0957], [2.2319, 5.2557, -2.0481], [1.6278, 5.1333, -0.3310]], "atomic_forces_ev_per_a": [[-1.96, -4.27, 3.03], [-1.62, 1.83, -0.40], [-2.63, 10.73, 0.00], [-7.17, -1.86, -3.37], [16.39, -0.19, 5.82], [1.43, -1.61, 0.39], [-0.39, -8.94, -1.90], [-0.60, 3.51, 0.87], [-2.09, -4.90, 0.00], [3.55, -1.12, -0.57], [-9.05, -0.39, 3.57], [1.51, 0.51, 1.79], [3.23, 2.77, -3.56], [0.36, -0.30, -1.88], [0.90, 0.17, 0.37], [-0.80, -1.76, -1.16], [16.78, 1.33, -3.06], [-1.91, -13.64, 0.86], [-2.47, 8.90, 3.82], [-0.87, -0.48, -3.43], [-0.65, -1.00, 2.54], [0.18, -1.50, -0.23], [-4.49, 2.70, -0.30], [-11.11, -8.64, -2.79], [0.09, 1.91, 2.97], [-3.19, 5.58, -0.02], [5.79, -3.06, 0.64], [-2.27, 3.66, -0.89], [-0.40, -2.99, 1.20], [-0.33, 0.70, -1.17], [-0.73, 0.71, 0.47], [2.27, 1.81, 5.83], [-2.01, 3.97, -0.65], [2.08, -2.79, 2.12], [1.72, -0.51, 1.12], [-5.34, 10.26, -6.72], [0.67, 3.16, 14.17], [1.29, -6.36, -10.83], [0.84, -3.00, 5.23], [-1.10, -1.36, -2.72], [2.26, -3.03, -0.90], [-0.60, 0.68, -1.76], [-0.27, -0.56, -0.33], [0.74, -0.42, -2.22], [-0.97, -1.00, -1.79], [1.86, -3.16, -0.64], [0.92, -1.73, -1.68], [6.46, -0.13, -1.44], [-3.62, 10.69, 1.28], [-0.49, 0.95, 1.41], [-1.32, 1.13, 1.20], [-1.53, 1.40, -0.27], [-1.91, 1.52, -0.83], [2.69, 0.00, -1.52], [-0.07, 0.10, -1.69]], "lumo_energy_ev": 0.4, "orbital_gap_ev": 8.521, "homo_ev": -8.111}



Entry 2:
{"formula": "C14H16FNO", "method": "ωB97M-V/def2-TZVPD", "elements": ["C", "C", "C", "N", "C", "C", "C", "C", "O", "C", "C", "C", "C", "C", "F", "C", "C", "H", "H", "H", "H", "H", "H", "H", "H", "H", "H", "H", "H", "H", "H", "H", "H"], "xyz": [[-2.5568, -1.3069, -0.5324], [-1.7764, -1.6918, -1.5240], [-0.5718, -0.9402, -2.0263], [-0.3483, 0.3261, -1.3705], [-0.9544, 1.4838, -2.0111], [-0.2809, 1.8013, -3.3099], [-0.9115, 1.9228, -4.4630], [0.2554, 0.4834, -0.1673], [0.3685, 1.5725, 0.3582], [0.8081, -0.7948, 0.4690], [1.1634, -0.5442, 1.9053], [2.2934, 0.1966, 2.2290], [2.6089, 0.4664, 3.5476], [1.7771, -0.0156, 4.5409], [2.0818, 0.2356, 5.8339], [0.6438, -0.7510, 4.2501], [0.3419, -1.0066, 2.9246], [-3.4086, -1.8880, -0.2244], [-2.3785, -0.3955, 0.0148], [-1.9718, -2.6114, -2.0596], [-0.7082, -0.7354, -3.0945], [0.3149, -1.5775, -1.9388], [-0.8281, 2.3205, -1.3163], [-2.0229, 1.2995, -2.1652], [0.7919, 1.9257, -3.2475], [-0.3941, 2.1648, -5.3754], [-1.9805, 1.8025, -4.5386], [0.0672, -1.5910, 0.4000], [1.6992, -1.0863, -0.0939], [2.9271, 0.5738, 1.4412], [3.4813, 1.0431, 3.8111], [0.0142, -1.1079, 5.0500], [-0.5452, -1.5744, 2.6827]], "atomic_forces_ev_per_a": [[-0.10, -0.03, 0.07], [0.19, 0.03, -0.22], [-0.01, -0.20, 0.15], [-0.22, 0.14, -0.45], [0.00, 0.32, 0.12], [-0.06, -0.06, 0.17], [0.00, 0.03, -0.14], [0.14, -0.29, 0.04], [0.09, 0.17, 0.20], [0.00, 0.32, 0.20], [0.00, -0.10, -0.03], [-0.11, -0.12, 0.10], [-0.01, -0.01, 0.17], [-0.09, -0.07, -0.09], [-0.02, -0.01, -0.11], [0.15, 0.13, 0.24], [0.16, 0.05, -0.14], [-0.15, -0.16, 0.01], [0.08, 0.22, 0.07], [-0.12, -0.15, -0.01], [0.12, -0.07, 0.10], [-0.07, 0.04, -0.08], [-0.13, -0.16, -0.12], [0.03, 0.04, 0.01], [0.16, 0.05, -0.05], [0.15, 0.06, -0.15], [-0.23, -0.06, 0.05], [0.09, -0.04, -0.08], [-0.06, -0.09, -0.05], [0.07, 0.06, -0.08], [0.08, 0.05, 0.05], [-0.04, -0.02, 0.10], [-0.09, -0.06, -0.03]], "lumo_energy_ev": 0.8, "relative_energy_kcal_mol": 27.8, "orbital_gap_ev": 9.690, "homo_ev": -8.919}



Entry 3:
{"formula": "C27H19NO3", "method": "ωB97M-V/def2-TZVPD", "elements": ["O", "C", "C", "C", "C", "C", "C", "C", "C", "O", "N", "C", "C", "C", "C", "C", "C", "C", "C", "C", "C", "C", "O", "C", "C", "C", "C", "C", "C", "C", "C", "H", "H", "H", "H", "H", "H", "H", "H", "H", "H", "H", "H", "H", "H", "H", "H", "H", "H", "H"], "xyz": [[-3.0237, -0.1499, 6.4051], [-2.7132, 1.0129, 6.1575], [-2.6078, 2.1051, 7.1945], [-2.7572, 2.0567, 8.5946], [-2.6710, 3.2622, 9.3303], [-2.4765, 4.4993, 8.6427], [-2.3560, 4.5144, 7.2327], [-2.4041, 3.2890, 6.5403], [-2.3355, 2.9631, 5.0701], [-2.2036, 3.8461, 4.2289], [-2.4192, 1.5643, 4.8897], [-2.6767, 1.0975, 3.1907], [-3.7151, 0.0276, 3.1029], [-5.0452, 0.4096, 3.3860], [-6.0857, -0.4405, 3.0066], [-5.7785, -1.6589, 2.3847], [-4.4498, -2.1007, 2.2423], [-3.4180, -1.3148, 2.7890], [-1.3333, 0.8244, 2.5443], [-0.2703, 1.6388, 2.9606], [0.9878, 1.5985, 2.3727], [1.2010, 0.6804, 1.3294], [2.5054, 0.7071, 0.8082], [3.3875, -0.1465, 1.4786], [3.1842, -1.5241, 1.3875], [3.9022, -2.3576, 2.2426], [4.8575, -1.8155, 3.1055], [5.0948, -0.4385, 3.1330], [4.3794, 0.4134, 2.2895], [0.1886, -0.1925, 0.8850], [-1.0791, -0.1043, 1.4998], [-2.9347, 1.0890, 9.0811], [-2.7549, 3.2672, 10.4297], [-2.4210, 5.4413, 9.2044], [-2.2414, 5.4096, 6.6286], [-3.0509, 2.0894, 3.1089], [-5.2338, 1.3526, 3.9204], [-7.1190, -0.1087, 3.1110], [-6.5812, -2.2701, 1.9717], [-4.1885, -2.9936, 1.6656], [-2.3944, -1.7128, 2.9136], [-0.4948, 2.3415, 3.7606], [1.7719, 2.2835, 2.7319], [2.4365, -1.9023, 0.6919], [3.7035, -3.4309, 2.2029], [5.4203, -2.4777, 3.7716], [5.8508, -0.0204, 3.8033], [4.5473, 1.4890, 2.2830], [0.4097, -0.9113, 0.0846], [-1.8487, -0.7678, 1.0980]], "atomic_forces_ev_per_a": [[0.59, 1.77, -0.71], [-0.45, -2.36, 0.41], [-0.23, -0.12, 0.86], [0.08, 0.14, -0.06], [0.12, 0.19, -0.94], [-0.01, -0.76, -0.57], [-0.04, -0.71, 0.04], [-0.16, 0.24, 0.43], [0.32, 1.43, -0.07], [-0.25, -1.49, 0.20], [-0.21, 0.83, -0.64], [0.93, -1.11, 3.13], [-0.36, -0.04, 1.13], [0.15, -0.50, -0.60], [0.41, 0.01, 0.04], [0.30, -0.06, -0.50], [-0.14, 0.58, 0.71], [-0.30, 0.35, -0.57], [0.56, 0.01, -0.41], [-0.14, 0.16, -0.04], [-0.65, -0.34, -0.09], [0.39, 0.33, 0.61], [-0.23, -0.49, -0.39], [-0.32, 0.07, 0.16], [0.18, 0.34, 0.43], [0.10, 0.07, -0.34], [0.02, -0.15, 0.24], [0.15, -0.08, -0.33], [-0.34, -0.44, 0.01], [0.41, 0.86, 0.65], [0.20, 0.30, -0.21], [0.09, 0.51, -0.15], [0.01, -0.10, -0.73], [-0.06, -0.51, -0.28], [0.04, 0.10, 0.38], [-0.39, 0.54, -1.43], [0.04, -0.29, -0.65], [0.25, -0.27, 0.14], [0.16, 0.17, 0.11], [-0.31, 0.04, 0.64], [-0.74, 0.42, -0.47], [0.47, -0.13, -0.37], [-0.33, -0.58, -0.41], [0.18, 0.02, 0.28], [0.22, 0.31, 0.13], [-0.23, 0.28, -0.25], [-0.26, -0.20, -0.24], [-0.15, -0.24, 0.04], [-0.29, 0.42, 0.40], [0.21, 0.47, 0.24]], "lumo_energy_ev": -0.1, "relative_energy_kcal_mol": 68.0, "orbital_gap_ev": 8.955, "homo_ev": -9.060}



Entry 4:
{"formula": "C18H13AsF10NO5V", "method": "ωB97M-V/def2-TZVPD", "elements": ["V", "O", "C", "O", "C", "C", "C", "C", "C", "N", "C", "O", "O", "H", "H", "H", "H", "F", "C", "F", "C", "F", "F", "F", "F", "C", "C", "C", "F", "C", "F", "C", "F", "C", "F", "C", "As", "C", "C", "O", "H", "H", "H", "H", "H", "H", "H", "H", "H"], "xyz": [[-0.4068, 0.0021, -0.4832], [-2.8522, 2.6416, 2.9632], [-1.6590, 2.3498, 2.4096], [-1.0270, 3.1077, 1.7366], [-1.1954, 0.9710, 2.7901], [-1.4693, 0.4632, 4.0486], [-0.9244, -0.7632, 4.4186], [-0.1367, -1.4426, 3.5085], [0.0696, -0.8523, 2.2689], [-0.4433, 0.3148, 1.9002], [0.9037, -1.5655, 1.2072], [1.1665, -2.7354, 1.3713], [1.2173, -0.7987, 0.1998], [-3.0702, 3.5516, 2.7096], [-2.0833, 1.0357, 4.7288], [-1.1124, -1.1729, 5.4023], [0.3146, -2.4035, 3.7074], [0.3874, 0.3383, -3.2751], [-0.2053, -0.6470, -2.5077], [0.6096, -1.7530, -2.6190], [-1.4718, -1.0345, -3.2860], [-2.4290, -0.0958, -3.1619], [-1.2604, -1.2240, -4.5905], [-1.9932, -2.1936, -2.8040], [0.9205, 2.5708, -1.5163], [-0.3982, 2.8424, -1.4329], [-1.2376, 1.8723, -0.9286], [-2.5619, 2.2220, -0.8141], [-3.4721, 1.3587, -0.2718], [-3.0532, 3.4582, -1.1942], [-4.3522, 3.7668, -1.0600], [-2.1771, 4.3970, -1.7064], [-2.6278, 5.5987, -2.0728], [-0.8306, 4.0937, -1.8257], [0.0088, 5.0139, -2.3057], [-2.7542, -3.8004, 0.2166], [-3.2795, -1.9649, 0.1979], [-4.6373, -1.6401, -1.1025], [-3.9226, -1.4197, 1.9157], [-1.9331, -1.0656, -0.1536], [-3.5969, -4.4467, 0.4533], [-1.9592, -3.9090, 0.9536], [-2.3607, -4.0290, -0.7725], [-5.6030, -1.9781, -0.7311], [-4.3747, -2.1566, -2.0219], [-4.6466, -0.5649, -1.2731], [-4.7669, -2.0294, 2.2317], [-4.2181, -0.3746, 1.8308], [-3.0987, -1.5144, 2.6221]], "atomic_forces_ev_per_a": [[0.14, 0.15, -0.20], [-0.05, -0.01, 0.00], [0.07, -0.10, -0.01], [-0.01, 0.07, 0.05], [0.05, -0.03, -0.07], [0.02, -0.01, 0.13], [0.00, 0.03, -0.06], [-0.14, 0.20, 0.04], [0.21, -0.23, -0.24], [-0.18, 0.13, 0.12], [0.02, 0.10, 0.21], [0.19, 0.02, -0.09], [-0.36, -0.34, 0.04], [0.01, 0.01, -0.02], [0.00, -0.02, 0.01], [-0.02, 0.02, 0.01], [0.02, 0.01, 0.02], [0.00, -0.01, 0.00], [-0.07, 0.04, -0.07], [0.02, -0.02, 0.01], [0.03, -0.03, 0.03], [0.02, -0.04, -0.01], [-0.02, 0.01, 0.02], [0.00, 0.05, -0.02], [0.01, 0.00, -0.01], [-0.11, 0.03, 0.03], [0.05, -0.06, 0.13], [0.01, 0.18, -0.08], [0.02, -0.02, 0.00], [-0.04, -0.04, 0.02], [0.01, -0.02, 0.01], [0.01, 0.04, -0.01], [0.00, -0.01, 0.00], [0.01, 0.04, -0.02], [0.01, -0.01, 0.01], [0.04, 0.08, -0.01], [-0.20, -0.07, 0.00], [0.06, 0.04, -0.03], [0.08, 0.01, -0.06], [0.18, -0.12, 0.06], [0.00, 0.00, 0.02], [0.00, -0.04, -0.01], [0.00, -0.02, 0.01], [0.01, -0.02, 0.02], [-0.01, 0.02, -0.01], [-0.04, -0.01, -0.03], [0.00, -0.01, -0.01], [0.00, 0.00, 0.04], [-0.04, 0.01, 0.03]], "lumo_energy_ev": [-0.6, -0.6], "multiplicity": 3, "relative_energy_kcal_mol": 0.0, "orbital_gap_ev": [8.148, 8.383], "homo_ev": [-8.701, -8.967]}



F_max across the listed records, respectively: 17.4 0.5 3.4 0.5 eV/A.